10
Properties=species:S:1:pos:R:3 method="wB97M-V/def2-TZVPD" energy_ev=-19233.3075 spin_multiplicity=1 largest_force_ev_per_a=2.31 smiles="C=C(Cl)/C=N/O" molar_mass_g_mol=105.52 orbital_gap_ev=9.4
C -1.65 -0.24 -0.23
C -0.77 0.73 0.08
Cl -1.33 2.33 0.33
C 0.63 0.49 0.21
N 1.00 -0.67 -0.08
O 2.37 -0.78 -0.03
H -2.72 -0.11 -0.30
H -1.36 -1.26 -0.44
H 1.37 1.23 0.46
H 2.47 -1.72 0.00

=====

11
Properties=species:S:1:pos:R:3 method="wB97M-V/def2-TZVPD" energy_ev=-21279.1731 spin_multiplicity=1 largest_force_ev_per_a=5.96 molar_mass_g_mol=121.52 orbital_gap_ev=9.7
O 1.33 -0.03 1.40
C 0.60 -1.01 1.07
N -0.58 -0.93 0.31
O -1.19 -2.31 0.40
C -1.24 0.11 -0.14
C -0.84 1.14 -0.85
Cl 0.95 1.57 -1.02
H 0.75 -2.05 1.09
H -1.34 -2.67 -0.41
H -2.27 0.01 0.24
H -1.59 1.91 -0.62

=====

11
Properties=species:S:1:pos:R:3 method="wB97M-V/def2-TZVPD" energy_ev=-30069.5682 spin_multiplicity=1 largest_force_ev_per_a=4.14 molar_mass_g_mol=137.59 orbital_gap_ev=8.1
O 0.52 1.34 -0.56
C 0.27 0.21 0.04
C 1.56 -0.31 0.52
Cl 2.47 -1.03 -0.97
N -0.78 -0.49 0.14
C -2.06 -0.25 -0.04
S -3.23 -1.23 -0.65
H -0.15 1.78 -1.19
H 1.45 -1.03 1.32
H 2.24 0.41 0.81
H -2.28 0.60 0.58

=====

11
Properties=species:S:1:pos:R:3 method="wB97M-V/def2-TZVPD" energy_ev=-46933.9029 spin_multiplicity=5 largest_force_ev_per_a=5.18 s2=6.0049 molar_mass_g_mol=147.00 orbital_gap_ev="8.2 / 9.3" total_charge=+1
H 1.32 0.43 -1.40
O 0.82 0.28 0.64
Co 0.11 0.73 3.65
C 0.94 -0.33 -0.64
C -0.49 -0.37 -1.18
H 1.41 -1.32 -0.54
H -0.91 -1.38 -1.21
H -0.63 0.10 -2.16
O -0.81 0.84 2.05
C -0.48 0.66 0.88
O -1.27 0.36 -0.09

=====

13
Properties=species:S:1:pos:R:3 method="wB97M-V/def2-TZVPD" energy_ev=-17351.4986 spin_multiplicity=1 largest_force_ev_per_a=1.22 molar_mass_g_mol=261.27 orbital_gap_ev=6.3 total_charge=+1
H -2.05 1.19 5.43
C -2.71 0.79 4.65
C -4.15 0.80 4.80
O -3.48 1.77 3.98
H -4.74 0.06 4.24
H -4.61 1.19 5.71
O -2.15 -0.18 3.86
H -1.20 -0.02 3.75
O 2.58 -0.21 2.03
C 3.09 0.73 1.59
Mg 10.16 6.55 -2.05
Cs 6.66 3.57 -0.63
O 3.74 1.57 1.11

=====

12
Properties=species:S:1:pos:R:3 method="wB97M-V/def2-TZVPD" energy_ev=-11910.2099 spin_multiplicity=2 largest_force_ev_per_a=2.00 s2=0.7604 molar_mass_g_mol=236.97 orbital_gap_ev="6.0 / 5.8"
O 0.02 -1.18 -0.03
C -1.33 -0.83 0.12
C -1.36 0.67 -0.12
O -0.12 1.13 0.40
C 0.90 0.23 0.13
O 1.84 0.23 1.05
Cs 5.66 -0.28 -0.37
H -1.63 -1.07 1.16
H -1.95 -1.40 -0.59
H -2.18 1.16 0.43
H -1.41 0.89 -1.19
O 1.56 0.44 -0.99

=====

12
Properties=species:S:1:pos:R:3 method="wB97M-V/def2-TZVPD" energy_ev=-35439.5059 spin_multiplicity=6 largest_force_ev_per_a=3.57 s2=9.3822 molar_mass_g_mol=266.56 orbital_gap_ev="5.9 / 4.9" total_charge=+1
C -4.07 -0.17 -0.63
C -3.41 0.84 -1.20
O -2.35 0.52 -2.05
C -1.12 0.48 -1.58
O -0.86 0.74 -0.37
O -0.21 0.11 -2.37
O -5.08 0.08 0.24
Dy 1.69 0.22 -0.77
H -3.86 -1.21 -0.88
H 3.19 -0.36 0.37
H -4.74 0.42 1.07
H -3.60 1.89 -1.03

=====

9
Properties=species:S:1:pos:R:3 method="wB97M-V/def2-TZVPD" energy_ev=-8608.9387 spin_multiplicity=1 largest_force_ev_per_a=6.09 molar_mass_g_mol=78.06 orbital_gap_ev=10.5
F -1.53 -1.28 0.05
C -1.32 -0.08 -0.08
C -0.18 0.61 -0.12
C 1.08 -0.12 0.05
F 0.93 -1.50 -0.16
H -2.18 0.46 -0.24
H -0.19 1.63 -0.10
H 1.41 0.07 1.11
H 1.98 0.21 -0.51